Entry 1:
This record from OMol25 describes 11 unconnected molecules or ions with the total composition C6H35NO11 in a non-equilibrium geometry. The level of theory is ωB97M-V/def2-TZVPD.

Summary:
E: -1131.50901 Ha
total charge: +1
HOMO-LUMO gap (alpha / beta): 10.1 / 4.9 eV
spin multiplicity: 2
energy relative to the best compared isomer or geometry (same formula, charge and spin): 382.5 kJ/mol
expectation value of S²: 0.7545
HOMO energy (alpha / beta): -13.11 / -13.09 eV

The geometry in XYZ format:
```
53
C6H35NO11 (ωB97M-V/def2-TZVPD)
C 0.29 -1.27 -0.11
N 0.17 0.05 0.48
C -0.55 1.11 -0.43
C -0.39 2.35 0.44
C -1.00 3.50 -0.32
O -1.19 2.15 1.65
C 0.39 -2.26 1.07
C 1.29 -3.42 0.63
H -0.69 -1.46 -0.64
H 1.19 -1.36 -0.65
H -0.35 0.02 1.37
H 0.08 1.08 -1.41
H -1.66 0.77 -0.75
H 0.64 2.50 0.70
H -1.69 4.05 0.41
H -0.15 4.16 -0.60
H -1.37 3.32 -1.33
H -0.68 1.94 2.47
H -0.57 -2.61 1.50
H 1.02 -1.60 1.79
H 0.73 -4.19 0.12
H 1.91 -3.35 -0.26
H 1.84 -3.89 1.32
H 3.61 -0.45 -2.31
H 2.28 -0.36 -3.20
O 3.17 -0.69 -3.14
H -4.42 1.16 0.50
H -3.37 2.15 0.87
O -4.02 2.05 0.16
H 0.76 0.23 2.99
H 1.18 1.73 3.17
O 0.52 1.07 3.49
H 3.62 -1.07 0.78
H 2.46 -0.48 0.11
O 3.44 -0.48 -0.05
H -2.30 -0.47 -4.11
H -3.00 0.75 -3.42
O -2.44 0.09 -3.33
H 1.12 -2.07 -3.20
H 0.31 -3.38 -3.61
O 0.52 -2.69 -2.91
H -0.14 0.07 -4.01
H -0.08 -0.73 -2.68
O 0.42 -0.20 -3.31
H -2.99 -0.47 1.76
H -2.03 0.70 1.37
O -2.77 0.26 1.19
H 3.91 1.36 1.41
H 2.40 1.41 1.50
O 3.15 1.52 2.02
H -2.17 -1.01 3.80
H -0.83 -0.51 3.56
O -1.55 -1.08 3.15
```

Mulliken atomic charge list, values in e, 4 entries: C -1.40; N 1.17; C -1.24; C 1.08

---

Entry 2:
This record from OMol25 describes a molecular structure, C35H48AsMgN5O4. The level of theory is ωB97M-V/def2-TZVPD.

Summary:
E: -4373.27555 Ha
HOMO-LUMO gap: 6.9 eV
energy relative to the best compared isomer or geometry (same formula, charge and spin): 0.0 kJ/mol
HOMO energy: -6.65 eV

The geometry in XYZ format:
```
94
C35H48AsMgN5O4 (ωB97M-V/def2-TZVPD)
Mg -0.04 0.06 -0.18
N 0.22 -3.51 2.36
C 1.19 -2.62 1.72
C 2.07 -1.91 2.75
C 2.79 -0.73 2.09
N 1.81 0.28 1.66
C 3.61 -1.22 0.89
C 2.78 -2.03 -0.11
N 1.81 -1.14 -0.79
C 2.07 -3.19 0.61
H -1.01 -2.07 2.94
H 0.69 -4.25 2.89
H -0.35 -3.96 1.65
H 0.60 -1.86 1.24
H 2.82 -2.61 3.14
H 1.47 -1.57 3.60
H 3.49 -0.30 2.83
H 2.29 1.08 1.25
H 1.31 0.65 2.46
H 4.42 -1.85 1.26
H 4.06 -0.36 0.38
H 3.46 -2.45 -0.86
H 1.33 -1.66 -1.53
H 2.31 -0.39 -1.27
H 2.83 -3.85 1.04
H 1.47 -3.77 -0.10
O -1.21 -1.12 3.14
C -1.34 -0.46 2.02
O -1.39 -1.02 0.92
C -1.21 1.10 2.09
O -1.58 1.69 3.08
O -0.62 1.51 1.02
C 1.43 7.27 -4.85
C 1.42 5.83 -4.42
C 1.59 4.80 -5.34
C 1.56 3.46 -4.97
C 1.82 2.45 -6.06
C 1.32 3.13 -3.62
As 1.32 1.33 -2.81
N -0.27 0.98 -1.95
C -1.53 1.58 -2.09
C -2.64 0.91 -1.53
C -3.92 1.43 -1.57
C -4.18 2.64 -2.20
C -3.11 3.30 -2.80
C -1.82 2.78 -2.76
C 1.28 -0.04 -4.25
C 0.13 -0.43 -4.95
C -1.18 0.30 -4.81
C 0.18 -1.51 -5.82
C 1.34 -2.26 -6.00
C 1.36 -3.45 -6.93
C 2.48 -1.86 -5.32
C 2.47 -0.76 -4.47
C 3.82 -0.33 -3.91
C 1.21 4.16 -2.67
C 1.00 3.88 -1.20
C 1.25 5.49 -3.09
H 1.66 7.37 -5.91
H 2.18 7.84 -4.28
H 0.47 7.74 -4.66
H 1.76 5.05 -6.38
H 2.18 2.95 -6.95
H 0.92 1.90 -6.33
H 2.57 1.71 -5.76
H -2.49 -0.06 -1.07
H -4.73 0.88 -1.11
H -5.18 3.06 -2.22
H -3.28 4.24 -3.31
H -1.04 3.33 -3.25
H -1.04 1.37 -4.65
H -1.75 -0.06 -3.95
H -1.79 0.16 -5.70
H -0.71 -1.78 -6.38
H 0.40 -3.57 -7.43
H 1.58 -4.37 -6.38
H 2.14 -3.34 -7.69
H 3.40 -2.41 -5.47
H 4.49 -1.19 -3.83
H 3.75 0.15 -2.94
H 4.29 0.39 -4.59
H 1.69 3.12 -0.84
H -0.01 3.53 -1.00
H 1.17 4.79 -0.61
H 1.14 6.27 -2.34
C -2.77 -3.64 -4.12
C -2.98 -3.33 -2.63
C -1.75 -2.82 -2.01
N -0.79 -2.42 -1.52
H -3.74 -3.80 -4.60
H -2.17 -4.54 -4.24
H -2.26 -2.82 -4.62
H -3.29 -4.21 -2.08
H -3.75 -2.57 -2.49
```

Mulliken atomic charge list, values in e, 4 entries: Mg 3.36; N -0.71; C 2.00; C -1.54

---

Entry 3:
This record from OMol25 describes 2 unconnected molecules or ions with the total composition C10H14N2O in a non-equilibrium geometry. The level of theory is ωB97M-V/def2-TZVPD.

Summary:
E: -574.16440 Ha
HOMO-LUMO gap: 9.3 eV
SMILES string: O=C=Nc1ccccc1.CN(C)C
energy relative to the best compared isomer or geometry (same formula, charge and spin): 143.8 kJ/mol
HOMO energy: -8.42 eV

The geometry in XYZ format:
```
27
C10H14N2O (ωB97M-V/def2-TZVPD)
O 0.92 -0.12 1.44
C 0.15 0.31 0.70
N -0.72 0.90 -0.05
C -1.19 2.11 0.26
C -0.76 2.80 1.40
C -1.25 4.04 1.70
C -2.19 4.63 0.87
C -2.64 3.97 -0.26
C -2.15 2.72 -0.57
H -0.02 2.33 2.03
H -0.91 4.56 2.58
H -2.58 5.60 1.11
H -3.37 4.43 -0.90
H -2.48 2.19 -1.44
C 2.45 -2.83 0.27
N 1.32 -2.65 -0.65
C 1.74 -2.88 -2.05
C 0.20 -3.51 -0.26
H 2.14 -2.61 1.29
H 2.82 -3.85 0.22
H 3.26 -2.15 0.01
H 0.90 -2.71 -2.73
H 2.55 -2.20 -2.32
H 2.08 -3.91 -2.17
H -0.65 -3.34 -0.93
H 0.49 -4.56 -0.33
H -0.11 -3.29 0.76
```

Mulliken atomic charge list, values in e, 4 entries: O -0.38; C 0.83; N -0.60; C 0.48

---

Entry 4:
This record from OMol25 describes C3H7NO2S in the gas phase in a non-equilibrium geometry. The level of theory is ωB97M-V/def2-TZVPD.

Summary:
E: -721.77055 Ha
HOMO-LUMO gap: 9.1 eV
SMILES string: [H]/N=C\O[S@](=C)(C)=O
energy relative to the best compared isomer or geometry (same formula, charge and spin): 504.3 kJ/mol
HOMO energy: -8.56 eV

The geometry in XYZ format:
```
14
C3H7NO2S (ωB97M-V/def2-TZVPD)
H 0.65 0.36 2.51
N -0.18 -0.21 2.91
C -1.01 -0.14 1.98
O -0.51 0.46 0.83
S -0.17 -0.24 -0.61
C 1.20 -1.25 -0.71
C -0.05 1.26 -1.62
O -1.36 -0.93 -1.02
H -1.88 -0.76 1.90
H 1.06 -2.35 -0.66
H 2.08 -0.87 -0.09
H -0.66 2.00 -1.06
H 1.01 1.62 -1.61
H -0.18 1.06 -2.75
```

Mulliken atomic charge list, values in e, 4 entries: H 0.30; N -0.52; C 0.04; O -0.35

---

Entry 5:
This record from OMol25 describes 8 unconnected molecules or ions with the total composition C4H22NO9 in a non-equilibrium geometry. The level of theory is ωB97M-V/def2-TZVPD.

Summary:
E: -897.53305 Ha
total charge: -1
HOMO-LUMO gap: 8.7 eV
energy relative to the best compared isomer or geometry (same formula, charge and spin): 370.0 kJ/mol
HOMO energy: -5.65 eV

The geometry in XYZ format:
```
36
C4H22NO9 (ωB97M-V/def2-TZVPD)
C 0.92 -1.22 -1.45
N 0.43 -0.62 -2.50
C -2.05 -0.23 -1.75
C -0.78 0.18 -2.47
C -0.47 1.60 -1.81
O -0.01 1.63 -0.46
O 0.61 -1.32 -0.24
H 1.79 -1.81 -1.71
H 0.33 0.74 -0.16
H -1.86 0.15 -0.70
H -2.00 -1.30 -1.95
H -3.06 0.13 -2.06
H -0.94 0.44 -3.51
H -1.48 2.20 -1.73
H 0.30 2.18 -2.33
H -0.72 -2.61 0.16
H -2.12 -2.04 -0.29
O -1.60 -2.48 0.48
H -0.21 3.56 1.27
H -0.88 2.50 0.54
O -1.06 3.10 1.26
H 0.27 1.85 2.37
H 0.29 0.42 2.82
O 0.63 1.22 3.01
H 0.68 -2.04 1.79
H -0.49 -2.64 2.75
O 0.28 -2.08 2.70
H -2.16 -0.50 2.10
H -2.37 -1.73 2.17
O -2.89 -0.91 2.47
H 2.39 0.23 -2.99
H 2.59 1.00 -1.63
O 2.73 1.01 -2.55
H 2.67 -0.45 0.64
H 2.57 0.59 1.63
O 3.25 0.03 1.21
```

Mulliken atomic charge list, values in e, 4 entries: C -0.25; N -0.56; C -1.05; C 0.24

---

Entry 6:
This record from OMol25 describes a molecular structure, C28H53Ge4N2ORh. The level of theory is ωB97M-V/def2-TZVPD.

Summary:
E: -9700.55982 Ha
total charge: +3
HOMO-LUMO gap (alpha / beta): 7.5 / 5.6 eV
spin multiplicity: 6
energy relative to the best compared isomer or geometry (same formula, charge and spin): 0.0 kJ/mol
expectation value of S²: 8.7699
HOMO energy (alpha / beta): -16.30 / -16.97 eV

The geometry in XYZ format:
```
89
C28H53Ge4N2ORh (ωB97M-V/def2-TZVPD)
Rh -0.38 -0.67 1.00
N -1.66 -4.44 -0.56
C -1.02 -3.30 -0.82
N -0.11 -3.27 -1.80
O -1.29 -2.26 -0.15
H -1.51 -5.28 -1.09
H -2.30 -4.46 0.21
H 0.08 -4.06 -2.39
H 0.26 -2.38 -2.09
C 5.44 1.90 -1.80
C 4.15 1.60 -1.04
C 4.43 0.91 0.28
C 3.17 0.63 1.13
Ge 2.06 -0.76 0.34
C 2.49 -2.61 0.79
C 3.90 -3.04 0.30
C 4.00 -3.46 -1.16
C 3.98 -2.32 -2.16
H 5.24 2.33 -2.78
H 6.02 0.99 -1.96
H 6.07 2.60 -1.25
H 3.49 0.99 -1.67
H 3.62 2.54 -0.84
H 5.09 1.53 0.89
H 4.98 -0.02 0.10
H 2.62 1.56 1.27
H 3.46 0.27 2.12
H 1.54 -0.50 -1.10
H 1.73 -3.30 0.42
H 2.48 -2.66 1.88
H 4.18 -3.89 0.93
H 4.63 -2.26 0.52
H 3.21 -4.19 -1.38
H 4.94 -4.00 -1.27
H 3.07 -1.71 -2.10
H 4.04 -2.69 -3.18
H 4.82 -1.64 -2.01
C -0.99 -1.42 5.52
Ge -1.70 -1.20 3.72
C -2.74 -2.68 3.01
C -2.55 0.53 3.48
C 0.24 -1.31 2.83
H -1.87 -1.43 6.17
H -0.36 -0.59 5.81
H -0.46 -2.36 5.65
H -3.75 -2.63 3.43
H -2.30 -3.64 3.29
H -2.82 -2.62 1.93
H -3.41 0.56 4.16
H -2.93 0.69 2.47
H -1.89 1.35 3.74
H 0.51 -2.36 2.93
H 0.93 -0.67 3.37
C -4.75 2.19 -2.18
Ge -4.10 0.56 -1.34
C -3.73 -0.98 -2.47
C -4.86 0.11 0.38
Ge -1.40 1.16 -0.66
C -1.52 2.48 0.77
C -2.67 3.24 0.96
C -2.67 4.28 1.88
C -1.53 4.53 2.64
C -0.40 3.75 2.48
C -0.40 2.71 1.56
C -0.60 1.62 -2.37
C -1.20 1.55 -3.62
C -0.55 2.04 -4.73
C 0.72 2.60 -4.61
C 1.34 2.66 -3.36
C 0.69 2.17 -2.24
H -5.69 1.90 -2.67
H -4.08 2.59 -2.94
H -4.99 2.96 -1.45
H -4.71 -1.44 -2.65
H -3.12 -1.70 -1.94
H -3.29 -0.73 -3.43
H -5.88 -0.25 0.17
H -4.94 0.96 1.05
H -4.32 -0.71 0.87
H -3.57 3.06 0.38
H -3.55 4.90 2.00
H -1.54 5.34 3.36
H 0.49 3.95 3.07
H 0.50 2.10 1.45
H -2.19 1.13 -3.74
H -1.02 2.00 -5.70
H 1.23 2.99 -5.48
H 2.32 3.10 -3.27
H 1.18 2.24 -1.28
```

Mulliken atomic charge list, values in e, 4 entries: Rh 0.77; N -0.32; C 0.24; N -0.32